# 1
A cluster of 5 separate species, C31H57BrF3N2O16S in total, computed with the ωB97M-V functional and the def2-TZVPD basis.

Each line ends with the Mulliken charge.
Cartesian coordinates (Å):
C  -0.156  -0.941  0.766  -1.4669
C  -0.162  0.441  1.391  -0.0288
O  -1.226  0.507  2.347  0.0440
C  -1.735  1.782  2.601  -0.7233
C  -3.185  1.671  3.117  -1.5131
C  -4.098  1.348  1.997  0.5024
N  -4.296  0.150  1.551  0.9648
C  -3.837  -1.123  2.117  -0.2401
C  -4.273  -1.340  3.568  -0.0909
O  -3.471  -1.618  4.419  -0.4286
C  -5.059  0.169  0.262  -2.0296
N  -4.052  0.149  -0.770  -0.3394
C  -5.935  1.471  0.440  0.5395
C  -6.705  2.025  -0.815  0.1807
C  -6.057  1.783  -2.183  -1.9300
C  -7.044  3.527  -0.701  -0.6133
C  -8.173  3.938  -1.671  -1.4383
S  -7.257  1.123  1.710  1.1801
O  -8.328  2.060  1.560  -0.6002
O  -6.642  0.850  2.982  -0.5624
C  -7.987  -0.537  1.188  0.7478
F  -9.191  -0.590  1.686  -0.2294
F  -7.262  -1.525  1.674  -0.1772
F  -8.063  -0.673  -0.123  -0.2113
C  -4.875  2.356  1.154  -0.4119
Br  -5.460  3.854  2.226  0.0391
H  -0.228  -1.705  1.545  0.3202
H  -0.987  -1.059  0.062  0.2255
H  0.777  -1.099  0.225  0.4689
H  0.788  0.648  1.898  0.0844
H  -0.312  1.210  0.623  0.3727
H  -1.714  2.413  1.697  0.4566
H  -1.155  2.316  3.364  0.4111
H  -3.442  2.626  3.572  0.5198
H  -3.251  0.903  3.895  0.1747
H  -2.750  -1.210  2.058  -0.1616
H  -4.289  -1.920  1.517  0.5822
H  -5.352  -1.294  3.772  0.4166
H  -5.625  -0.751  0.154  0.8340
H  -3.827  1.053  -1.161  0.2623
H  -4.291  -0.475  -1.527  0.3509
H  -7.671  1.515  -0.848  0.4882
H  -5.157  2.393  -2.324  0.3703
H  -6.775  2.094  -2.945  0.5229
H  -5.821  0.740  -2.382  0.3982
H  -7.360  3.767  0.308  0.3635
H  -6.146  4.104  -0.950  0.4042
H  -8.824  3.088  -1.905  0.3614
H  -7.785  4.344  -2.606  0.3654
H  -8.809  4.696  -1.208  0.3707
H  -4.207  2.767  0.387  0.8646
C  0.173  -0.293  5.970  -1.1733
C  -0.189  1.176  5.986  0.3813
O  0.429  1.884  7.067  -0.4077
C  1.698  2.256  6.875  0.7414
O  2.349  2.078  5.875  -0.5645
O  2.111  2.882  7.966  -0.3536
C  3.471  3.337  7.926  -0.6272
H  -0.063  -0.750  6.931  0.3577
H  -0.393  -0.805  5.191  0.2911
H  1.236  -0.428  5.775  0.3110
H  -1.259  1.304  6.152  0.3356
H  0.082  1.660  5.047  -0.1056
H  3.647  3.941  7.039  0.3044
H  4.151  2.487  7.934  0.2876
H  3.605  3.933  8.822  0.2211
C  6.705  -1.150  0.208  -1.0411
C  5.717  -2.271  0.428  -0.2247
O  4.770  -2.377  -0.651  -0.3165
C  5.215  -3.008  -1.738  0.6766
O  6.301  -3.504  -1.876  -0.5513
O  4.242  -2.998  -2.651  -0.3127
C  4.592  -3.625  -3.890  -0.6602
H  6.182  -0.209  0.027  0.2421
H  7.329  -1.036  1.095  0.3663
H  7.352  -1.359  -0.642  0.3291
H  5.103  -2.078  1.306  0.2769
H  6.218  -3.228  0.563  0.3326
H  4.962  -4.634  -3.724  0.3278
H  5.346  -3.036  -4.409  0.2610
H  3.683  -3.660  -4.482  0.2788
C  2.816  -8.503  -8.750  -1.0904
C  2.261  -7.097  -8.793  -0.1864
O  2.927  -6.232  -7.854  -0.3615
C  4.107  -5.762  -8.258  0.7120
O  4.628  -5.963  -9.323  -0.5542
O  4.611  -5.009  -7.277  -0.2254
C  5.904  -4.464  -7.559  -0.6009
H  2.775  -8.897  -7.734  0.2911
H  2.229  -9.153  -9.398  0.3539
H  3.850  -8.523  -9.089  0.3140
H  1.217  -7.077  -8.484  0.2825
H  2.336  -6.668  -9.791  0.3227
H  5.910  -3.938  -8.511  0.3199
H  6.653  -5.255  -7.573  0.3223
H  6.118  -3.772  -6.751  0.1198
C  5.771  5.048  -1.573  -1.0878
C  6.569  4.485  -0.418  -0.1342
O  5.805  4.477  0.803  -0.3914
C  4.947  3.473  0.935  0.7316
O  4.771  2.576  0.150  -0.5654
O  4.316  3.622  2.104  -0.3597
C  3.292  2.663  2.371  -0.5933
H  5.390  6.039  -1.324  0.2959
H  6.406  5.133  -2.454  0.3634
H  4.929  4.402  -1.815  0.2974
H  7.429  5.112  -0.192  0.2927
H  6.921  3.476  -0.627  0.2830
H  3.665  1.646  2.265  0.3258
H  2.456  2.819  1.687  0.2853
H  2.975  2.835  3.396  0.2612

## Properties
LUMO   -4.01 eV
Net charge   +1
Orbital gap   0.2929 Eh

=====

# 2
A structure of composition C31H57IN4O12S in a non-equilibrium geometry, computed with the ωB97M-V functional and the def2-TZVPD basis.

Each line ends with the Mulliken charge.
Cartesian coordinates (Å):
C  -0.266  1.078  -2.089  -1.3186
C  -0.486  -0.291  -1.467  0.1869
O  -1.553  -0.160  -0.538  -0.3259
C  -1.713  -1.319  0.267  -0.1001
C  -2.002  -0.961  1.709  -0.9357
O  -1.065  -0.119  2.349  -0.2965
C  0.289  -0.374  2.005  -0.3123
C  1.152  0.092  3.144  -0.1379
C  1.111  1.378  3.633  -0.2709
C  0.252  2.473  3.039  -1.1381
N  0.456  2.557  1.585  -0.2629
C  1.926  1.709  4.770  0.7189
N  1.848  3.066  5.299  -0.6831
C  1.023  3.149  6.197  0.7343
O  0.253  3.232  7.032  -0.3919
C  2.767  0.816  5.365  -0.7604
I  3.929  1.333  7.033  0.1139
C  2.862  -0.498  4.843  1.1942
N  3.630  -1.492  5.276  -0.6951
S  3.289  -2.749  4.322  0.1199
N  2.194  -2.105  3.359  -0.6513
C  2.040  -0.826  3.747  0.4310
H  -1.244  1.545  -2.172  0.2839
H  0.322  1.698  -1.420  0.2029
H  0.203  1.009  -3.064  0.4507
H  -0.756  -1.014  -2.238  0.4340
H  0.433  -0.587  -0.962  0.0228
H  -2.598  -1.851  -0.096  0.2395
H  -0.888  -2.018  0.160  0.2961
H  -2.945  -0.420  1.718  0.3921
H  -2.179  -1.888  2.263  0.2794
H  0.485  -1.438  1.883  0.9117
H  0.522  0.176  1.102  0.0111
H  0.593  3.408  3.476  0.6156
H  -0.795  2.353  3.281  0.2983
H  -0.201  3.204  1.175  0.0353
H  1.397  2.877  1.401  0.2025
C  -2.102  8.953  3.395  -0.7866
O  -2.526  8.207  2.277  -0.2064
C  -3.407  8.939  1.443  -0.6026
C  -3.446  8.351  0.050  -0.3210
O  -2.328  8.694  -0.755  -0.4642
C  -1.094  8.051  -0.470  -0.4307
C  -1.031  6.610  -0.924  -0.5426
O  -1.735  5.766  -0.026  -0.2516
C  -2.197  4.585  -0.645  -0.8880
H  -2.946  9.200  4.049  0.3194
H  -1.392  8.343  3.950  0.2322
H  -1.598  9.875  3.083  0.3239
H  -3.092  9.988  1.382  0.3599
H  -4.415  8.894  1.879  0.4109
H  -4.306  8.786  -0.463  0.3959
H  -3.596  7.271  0.084  0.1214
H  -0.833  8.142  0.585  0.1935
H  -0.348  8.607  -1.042  0.3955
H  0.018  6.286  -0.953  0.3667
H  -1.459  6.533  -1.930  0.3709
H  -2.872  4.813  -1.478  0.4184
H  -2.749  4.013  0.099  0.3331
H  -1.358  3.978  -1.005  0.2517
C  4.153  -0.032  -4.627  -0.8058
O  4.124  -1.129  -3.744  -0.1509
C  5.014  -2.161  -4.134  -0.6388
C  5.343  -3.062  -2.964  -0.2704
O  6.298  -2.520  -2.064  -0.4711
C  5.864  -1.479  -1.200  -0.4884
C  4.987  -1.949  -0.061  -0.5234
O  3.667  -2.196  -0.514  -0.1814
C  2.986  -3.134  0.294  -0.5333
H  3.808  -0.318  -5.627  0.3230
H  3.488  0.732  -4.228  0.2193
H  5.163  0.390  -4.695  0.3317
H  5.942  -1.733  -4.532  0.3617
H  4.530  -2.757  -4.921  0.4065
H  5.816  -3.960  -3.368  0.4032
H  4.436  -3.374  -2.443  0.0791
H  5.382  -0.675  -1.759  0.1864
H  6.779  -1.073  -0.765  0.4047
H  4.950  -1.168  0.712  0.3563
H  5.418  -2.861  0.370  0.3923
H  3.513  -4.097  0.310  0.4259
H  1.997  -3.288  -0.139  0.1658
H  2.868  -2.757  1.311  0.1120
C  -1.034  -7.686  -3.829  -0.7557
O  -1.847  -7.425  -2.708  -0.2770
C  -1.101  -6.963  -1.596  -0.5722
C  -1.990  -6.231  -0.616  -0.5179
O  -2.314  -4.903  -1.007  -0.2177
C  -3.252  -4.745  -2.062  -0.4901
C  -4.682  -5.038  -1.665  -0.6022
O  -4.916  -6.435  -1.604  -0.2812
C  -5.967  -6.769  -0.728  -0.7585
H  -0.326  -8.498  -3.625  0.3132
H  -1.685  -7.982  -4.649  0.2397
H  -0.483  -6.787  -4.131  0.3203
H  -0.300  -6.292  -1.928  0.3445
H  -0.653  -7.832  -1.094  0.4292
H  -1.428  -6.120  0.314  0.3884
H  -2.887  -6.809  -0.389  0.1746
H  -2.962  -5.321  -2.942  0.2399
H  -3.197  -3.687  -2.331  0.3719
H  -5.360  -4.605  -2.413  0.4144
H  -4.882  -4.577  -0.690  0.3548
H  -5.755  -6.426  0.291  0.3287
H  -6.058  -7.854  -0.718  0.2371
H  -6.917  -6.340  -1.067  0.3175

## Properties
LUMO   -0.80 eV
Net charge   0
Orbital gap   0.2895 Eh

=====

Q: Look up the LUMO of the second one.
A: -0.80 eV